1.
C31H56Cl2N7PS2Sn | ωB97M-V/def2-TZVPD

Geometry as XYZ:
```
100
Properties=species:S:1:pos:R:3:forces:R:3:lowdin_charge:R:1
Sn 1.70821 0.26301 -1.24774 -0.06 -0.01 -0.11 0.560
N -0.21170 -1.26371 -1.25036 -0.06 0.00 -0.09 -0.085
C -1.48184 -1.21540 -1.96264 0.01 -0.01 0.05 -0.241
C -2.38474 -0.12573 -1.40122 0.04 0.03 0.02 -0.218
N -1.90749 1.20770 -1.69415 0.03 -0.02 -0.04 -0.166
C -2.12228 2.20200 -0.65640 -0.01 -0.07 -0.01 -0.200
C -0.98497 2.25712 0.36032 0.02 0.00 -0.04 -0.294
N -0.92437 1.06532 1.19341 -0.17 0.00 0.02 0.018
C -2.15013 1.66377 -3.05238 -0.01 -0.01 0.01 -0.210
C -0.90270 2.21236 -3.74328 0.00 0.00 0.00 -0.286
N -0.16420 1.14184 -4.41505 -0.01 0.00 0.02 0.006
H -0.31468 -1.48605 -0.26366 0.03 0.00 0.02 0.004
H 0.43691 -1.90944 -1.70601 0.02 -0.02 0.02 0.029
H -1.27088 -1.04327 -3.02107 -0.02 0.00 -0.01 0.100
H -2.02225 -2.17256 -1.89812 0.00 0.00 -0.01 0.097
H -3.41702 -0.28376 -1.77319 -0.01 0.01 0.00 0.114
H -2.39033 -0.24072 -0.31776 0.00 0.00 0.01 0.064
H -2.20322 3.18277 -1.13452 0.04 0.00 0.00 0.110
H -3.07895 2.02205 -0.12814 -0.03 0.02 -0.02 0.109
H -0.06534 2.31264 -0.22483 0.02 0.04 0.02 0.030
H -1.05783 3.18969 0.94140 -0.07 -0.01 0.00 0.103
H 0.02590 0.72156 1.34849 0.00 -0.07 -0.06 -0.045
H -1.40701 1.18172 2.07340 0.09 0.04 0.07 0.054
H -2.51509 0.82146 -3.64803 0.01 0.01 -0.02 0.109
H -2.94548 2.42764 -3.06252 0.00 0.01 0.02 0.104
H -1.20709 2.93619 -4.50709 0.00 -0.01 -0.01 0.099
H -0.30310 2.75538 -3.00055 -0.03 0.01 -0.01 0.065
H 0.20575 0.47742 -3.73505 -0.01 0.01 0.00 -0.002
H 0.66759 1.52771 -4.84945 0.00 0.00 0.00 0.062
C 2.53181 3.29578 1.33515 0.06 -0.09 -0.01 -0.082
C 3.51388 3.03432 0.20257 0.03 0.07 -0.05 -0.266
N 2.99402 3.51199 -1.08422 -0.33 0.26 0.06 -0.010
C 2.83546 4.78515 -1.45440 0.08 -0.26 -0.09 -0.923
S 1.59911 5.30297 -2.47144 0.06 0.03 0.14 0.522
N 3.78620 5.69442 -1.00216 0.04 0.01 0.03 -0.036
C 5.19607 5.41775 -1.30967 -0.01 0.03 -0.01 -0.261
C 5.47762 5.33328 -2.80478 -0.03 0.01 -0.01 -0.092
H 2.93168 2.88962 2.26595 0.00 0.01 0.00 0.073
H 1.59525 2.77414 1.13642 0.03 0.05 0.03 0.037
H 2.34818 4.36539 1.45440 -0.04 0.03 -0.01 0.069
H 3.66139 1.95725 0.10069 0.02 0.02 0.01 0.038
H 4.47835 3.48493 0.41924 0.04 0.04 0.01 0.089
H 2.29602 2.86581 -1.47208 0.10 -0.02 -0.03 -0.013
H 3.51439 6.60697 -1.34306 0.01 -0.01 0.00 0.076
H 5.49636 4.48952 -0.83489 0.01 -0.05 0.03 0.086
H 5.78458 6.21497 -0.84911 -0.01 0.01 0.00 0.104
H 4.93149 4.49962 -3.24768 0.00 0.00 0.00 0.073
H 6.54306 5.17812 -2.98525 0.01 -0.01 0.00 0.067
H 5.16696 6.24851 -3.31379 0.01 0.00 0.00 0.068
C -3.97734 -3.42548 0.91916 0.00 0.02 0.02 -0.116
C -3.05142 -3.79904 2.08544 0.00 0.02 0.02 -0.703
C -3.92201 -4.17386 3.28475 0.00 0.00 -0.01 -0.096
C -2.22047 -5.00715 1.64631 0.01 0.00 0.00 -0.110
P -1.89337 -2.31073 2.31106 -0.03 -0.06 -0.03 1.174
C -3.06910 -1.17764 3.18377 0.01 0.04 -0.02 -0.357
C -3.28688 -1.06179 4.55842 -0.02 -0.02 -0.02 -0.105
C -4.21681 -0.16802 5.07104 0.01 -0.01 0.01 -0.098
C -4.96336 0.63376 4.21944 -0.01 0.01 0.00 -0.109
C -4.75850 0.54270 2.85145 0.01 -0.01 -0.01 -0.087
C -3.81585 -0.34317 2.34673 0.03 0.01 0.02 -0.125
C -0.54365 -2.75523 3.54922 0.01 0.08 0.02 -0.694
C 0.04240 -1.40759 4.01727 -0.01 -0.04 -0.05 -0.114
C 0.57149 -3.45074 2.74900 0.01 0.01 0.01 -0.136
C -0.88336 -3.64889 4.74651 0.00 0.01 0.00 -0.104
H -4.61564 -4.28135 0.67421 0.00 -0.01 0.00 0.079
H -3.40672 -3.15497 0.02859 0.01 0.00 0.00 0.066
H -4.62862 -2.58736 1.17361 0.01 0.00 0.00 0.065
H -3.33050 -4.42938 4.16276 0.00 -0.01 0.00 0.057
H -4.59405 -3.35768 3.55503 0.00 0.00 0.00 0.072
H -4.53778 -5.04500 3.03076 -0.01 0.00 0.00 0.078
H -2.89054 -5.79228 1.27987 0.00 0.00 0.00 0.078
H -1.63837 -5.42349 2.46814 0.00 0.00 -0.01 0.057
H -1.53201 -4.74681 0.83962 0.00 0.00 0.00 0.085
H -2.72044 -1.66590 5.24991 0.01 -0.02 0.01 0.079
H -4.35503 -0.09750 6.14375 0.00 0.00 0.00 0.094
H -5.68620 1.33405 4.62061 0.00 0.00 0.00 0.092
H -5.31264 1.17763 2.17074 0.00 0.00 0.00 0.099
H -3.63159 -0.36980 1.28074 0.00 0.01 0.00 0.072
H 0.52187 -0.88713 3.17963 -0.06 -0.03 0.01 0.011
H 0.82089 -1.60543 4.76107 0.02 -0.01 -0.02 0.082
H -0.69880 -0.75003 4.47312 0.00 0.00 0.03 0.057
H 1.46489 -3.50702 3.37941 0.00 -0.02 0.01 0.085
H 0.85776 -2.87257 1.86635 0.01 0.01 0.00 -0.006
H 0.30346 -4.46798 2.46027 -0.01 0.01 -0.02 0.056
H -1.68223 -3.26984 5.38206 -0.01 0.02 0.01 0.050
H 0.01320 -3.74339 5.36826 0.01 -0.01 0.00 0.079
H -1.16081 -4.65524 4.42841 0.00 0.01 0.00 0.057
S 2.15585 -0.67490 0.91627 0.07 0.05 0.06 -0.249
Cl 1.40515 -3.10605 -4.83007 0.01 0.01 0.00 0.555
C 2.88824 -2.16285 -4.76996 0.01 -0.02 -0.01 -0.615
C 3.80628 -2.35795 -5.76967 0.00 0.01 0.02 -0.197
C 5.01198 -1.65096 -5.78826 0.00 0.00 0.00 -0.181
C 5.23715 -0.74558 -4.75178 0.01 0.00 0.01 -0.196
C 4.30976 -0.55697 -3.75505 0.00 -0.01 -0.07 -0.596
Cl 4.70599 0.61624 -2.50237 0.03 0.02 0.00 0.580
C 3.02627 -1.23963 -3.64652 0.01 0.05 0.06 -0.559
N 2.11772 -1.10950 -2.74012 -0.06 -0.18 0.04 -0.230
H 3.57653 -3.07471 -6.55019 0.00 0.00 0.00 0.076
H 5.73828 -1.79527 -6.57708 0.00 0.00 0.00 0.061
H 6.15541 -0.16970 -4.71743 0.00 0.00 0.00 0.077
```
Positions in Å, forces in eV/Å.

Values from the calculation:
charge = -2
E_tot = -105323.9228 eV
relative energy (zero: lowest compared OMol25 entry of this formula, charge and spin) = 0.000 eV

2.
C37H86CuN5O9 | ωB97M-V/def2-TZVPD

Geometry as XYZ:
```
138
Properties=species:S:1:pos:R:3:forces:R:3:lowdin_charge:R:1
Cu -5.04381 0.17866 -0.48384 1.75 -1.07 -0.02 0.586
C -1.46733 -0.32050 -0.95434 -1.03 0.48 -0.08 -0.317
O -2.76872 0.12647 -1.06653 -1.06 0.51 0.15 -0.385
H -1.43284 -1.36947 -0.66010 0.44 -0.60 -0.11 0.040
H -0.89856 -0.13083 -1.86463 0.18 -0.51 -0.67 0.056
H -0.82592 0.20756 -0.24876 0.07 0.44 0.80 0.029
C -0.48491 3.43405 -1.82518 -0.86 -1.57 -1.22 -0.036
C -0.68165 3.76733 -3.33877 0.43 1.63 0.97 -0.474
C 0.75384 3.94180 -3.85195 0.07 -0.43 -0.81 -0.149
C 0.83289 3.90121 -5.36193 0.68 0.30 -0.68 -0.196
C 0.26217 2.66099 -6.04306 0.01 0.87 1.22 -0.130
C -1.20005 2.41734 -5.54338 0.52 -0.95 -0.73 -0.442
N -1.25999 2.61228 -4.05290 1.87 -0.16 -0.84 -0.104
O -2.47365 2.20881 -3.52285 -0.73 0.31 0.00 -0.009
C -2.15963 3.30548 -6.35304 -0.19 0.53 -0.24 -0.039
C -1.47714 0.91053 -5.89467 -0.87 -0.11 0.71 -0.043
C -1.48926 5.11225 -3.44142 -0.22 -1.07 -0.92 -0.014
H -0.14751 2.39920 -1.88306 0.51 -0.20 0.40 0.062
H -1.43602 3.32037 -1.30502 0.02 0.63 0.18 0.071
H 0.27129 4.02724 -1.31100 -0.31 0.23 -0.14 0.091
H 1.27000 4.85188 -3.54627 -0.54 0.27 0.41 0.123
H 1.36744 3.14298 -3.43543 -0.01 -0.32 -0.01 0.107
H 1.87421 4.00295 -5.66755 0.26 -0.07 0.06 0.109
H 0.38856 4.80437 -5.78022 -0.39 0.08 0.01 0.104
H 0.91737 1.81656 -5.82916 -0.21 -0.26 0.40 0.096
H 0.39726 2.80929 -7.11444 -0.78 -0.08 -0.18 0.121
H -3.18211 3.44925 -6.00381 0.01 -0.62 0.56 0.083
H -1.80554 4.33406 -6.42201 0.37 0.00 -0.10 0.062
H -2.25774 2.92744 -7.37067 0.18 -0.05 -0.08 0.080
H -2.51461 0.67440 -5.65804 -0.05 -0.08 0.23 0.073
H -1.36411 0.56001 -6.92057 0.17 1.01 -0.46 0.078
H -0.84860 0.18559 -5.37746 0.13 0.38 0.64 0.069
H -1.66800 5.28807 -4.50220 0.08 0.38 -0.04 0.053
H -1.00202 5.98617 -3.00905 0.20 -0.23 0.11 0.081
H -2.48481 5.00316 -3.01119 0.06 -0.10 0.23 0.075
H -2.20025 1.55919 -2.87106 -0.53 -0.56 0.50 0.060
C -2.02065 2.74437 3.87921 1.12 0.37 0.61 -0.009
C -0.83238 3.05643 2.88312 -0.60 -0.72 1.41 -0.490
C -0.01224 4.31236 3.31805 -1.52 -0.34 0.34 -0.131
C 0.87289 4.06473 4.50732 0.95 -0.57 0.69 -0.178
C 1.87801 2.97246 4.13493 -0.28 1.43 -0.51 -0.151
C 1.18544 1.67970 3.72132 1.10 -0.59 -0.20 -0.489
N 0.09520 1.92087 2.70720 1.18 0.91 0.01 -0.064
O -0.58387 0.73269 2.34690 -0.28 -0.09 1.22 -0.021
C 2.30214 0.93101 2.97326 -0.90 -0.57 -0.92 -0.045
C 0.82528 0.82665 4.93950 -1.16 0.24 -0.23 -0.024
C -1.49702 3.36844 1.59993 -0.22 0.63 -2.17 -0.066
H -2.34050 3.67184 4.35417 -0.24 0.19 -0.23 0.077
H -1.66846 2.14622 4.71961 -0.13 -0.30 -0.15 0.060
H -2.88256 2.27354 3.40642 0.24 -0.10 -0.07 0.059
H 0.43691 4.73869 2.42105 0.61 -0.14 0.20 0.121
H -0.74340 5.04614 3.65725 -0.27 0.14 -0.31 0.114
H 0.30479 3.74695 5.38162 -0.47 -0.18 -0.07 0.109
H 1.34615 4.97571 4.87371 0.27 0.13 -0.35 0.111
H 2.71685 2.78066 4.80401 -0.53 -0.24 0.73 0.124
H 2.43987 3.41384 3.31177 -0.16 -0.23 -0.66 0.113
H 2.55485 1.58135 2.13584 0.56 -0.18 0.02 0.078
H 3.15170 0.58160 3.56000 0.03 0.57 0.22 0.093
H 1.89348 0.01966 2.53675 -0.15 -0.16 -0.11 0.057
H 0.02316 1.24537 5.54726 -0.09 0.20 -0.04 0.069
H 0.43266 -0.10062 4.52223 0.21 -0.21 0.41 0.050
H 1.65309 0.68307 5.63391 0.20 -0.24 -0.38 0.095
H -2.19520 4.20100 1.68653 -0.08 0.09 0.31 0.099
H -2.05169 2.57188 1.10400 -0.06 -0.43 0.45 0.080
H -0.79165 3.68183 0.83029 0.31 0.07 0.12 0.061
H -0.45689 0.58988 1.40612 0.26 0.31 -0.28 0.055
C 2.00502 -3.29159 8.60314 -1.01 0.99 -0.26 -0.088
O 1.51187 -2.63184 7.39913 1.11 -1.29 1.15 -0.199
C 1.02624 -3.59684 6.47258 -0.65 0.89 -0.18 -0.234
C 0.69161 -2.76219 5.21979 0.12 -1.81 0.84 -0.213
N 0.28261 -3.65542 4.10403 0.60 1.84 -0.10 -0.042
C -0.13812 -2.71432 3.02857 -0.27 -1.22 -0.41 -0.190
C -0.40069 -3.54474 1.73721 -0.69 0.51 1.21 -0.219
O 0.75171 -3.97694 1.07895 0.31 -1.41 1.28 -0.188
C 1.24616 -3.12109 0.12225 0.08 0.79 -0.29 -0.118
H 1.13762 -3.58345 9.19519 -0.11 -0.59 -0.06 0.080
H 2.50251 -2.58149 9.26372 0.28 0.27 -0.52 0.080
H 2.66549 -4.13434 8.39903 -0.06 -0.01 -0.18 0.083
H 0.15396 -4.12282 6.86062 -0.50 0.25 0.14 0.117
H 1.70755 -4.42949 6.29768 0.71 0.25 -0.31 0.114
H 1.58765 -2.17315 5.02420 0.05 0.18 -0.35 0.114
H -0.11237 -2.07021 5.47053 -0.07 -0.09 -0.04 0.113
H 1.15973 -4.00731 3.74775 0.23 -0.68 0.00 0.101
H 0.61539 -1.94065 2.88103 -0.03 0.28 -0.17 0.091
H -1.05027 -2.27871 3.43640 -0.16 0.34 -0.57 0.116
H -1.08151 -3.07472 1.02752 -0.07 0.44 -0.07 0.097
H -0.93019 -4.40634 2.14388 0.09 -0.38 -0.35 0.120
H 2.22656 -3.47394 -0.19777 -0.20 -0.17 -0.22 0.098
H 1.39551 -2.11699 0.51922 -0.04 0.31 0.04 0.071
H 0.51076 -3.07368 -0.68090 0.23 0.23 -0.57 0.082
C -5.52803 0.45556 2.58184 -0.28 -0.53 -0.13 -0.045
O -5.49769 -0.66736 1.65400 -1.30 2.23 -0.53 -0.205
C -4.32946 -1.38016 1.76139 1.93 -2.55 0.30 -0.264
C -4.37101 -2.69116 0.93452 -0.80 1.28 0.31 -0.160
N -4.39028 -2.35504 -0.47702 -1.10 0.78 0.60 -0.075
C -4.60654 -3.46299 -1.35610 1.64 -1.20 -1.09 -0.172
C -3.31664 -4.37005 -1.40647 -0.55 0.12 -1.21 -0.215
O -2.97904 -5.12467 -0.27176 -1.03 0.26 -0.02 -0.210
C -1.85431 -5.97126 -0.45345 -0.84 0.29 0.16 -0.081
H -6.55674 0.80405 2.67351 -0.02 -0.31 -0.04 0.094
H -4.93882 1.31715 2.26787 0.37 -0.21 -0.27 0.081
H -5.15823 0.09963 3.54344 -0.07 0.12 0.10 0.094
H -4.21718 -1.72696 2.78863 0.17 0.19 0.38 0.125
H -3.43824 -0.81964 1.47916 0.09 0.41 -0.03 0.120
H -5.32594 -3.14694 1.19620 0.07 -0.42 -0.04 0.131
H -3.53664 -3.35324 1.16597 -0.05 0.02 0.41 0.106
H -3.49223 -1.94320 -0.68676 0.17 0.47 -0.45 0.060
H -4.70841 -3.05651 -2.36233 0.42 0.08 -0.26 0.115
H -5.53650 -4.02978 -1.31103 -0.03 0.05 1.14 0.121
H -2.51073 -3.70489 -1.71656 0.47 0.46 0.41 0.114
H -3.35330 -5.03456 -2.26971 -0.50 -0.38 -0.23 0.111
H -1.86398 -6.52141 -1.39438 -0.13 0.25 -0.41 0.085
H -2.01509 -6.73690 0.30551 0.87 0.22 0.30 0.098
H -0.98208 -5.32044 -0.39214 0.50 -0.64 0.27 0.079
C 7.93358 -2.08696 -2.49144 0.45 0.45 -0.72 -0.108
O 6.74501 -1.52342 -3.02686 0.78 0.61 1.95 -0.189
C 5.87428 -2.43621 -3.62738 1.22 -0.40 -0.58 -0.256
C 4.49571 -1.90081 -3.56863 -1.09 0.91 -0.83 -0.204
N 4.33955 -0.64841 -4.33068 0.68 -1.06 0.32 -0.057
C 3.00903 -0.10541 -4.49427 0.20 0.76 1.31 -0.192
C 2.14033 -0.00732 -3.18329 0.33 -0.08 -0.28 -0.184
O 2.91944 0.41058 -2.07204 2.08 0.04 -2.95 -0.187
C 2.37943 0.52159 -0.84645 -1.76 -0.01 1.37 -0.150
H 8.59221 -2.42052 -3.29335 -0.02 -0.35 -0.34 0.081
H 7.81642 -2.92114 -1.79970 -0.54 -0.03 0.09 0.084
H 8.52907 -1.31528 -2.00360 -0.45 0.22 0.18 0.085
H 6.32906 -2.53614 -4.61292 -0.80 -0.54 -0.64 0.129
H 5.90353 -3.40068 -3.12037 0.02 -0.23 0.15 0.119
H 3.78767 -2.60174 -4.01075 -0.01 -0.32 0.26 0.127
H 4.28122 -1.70745 -2.51758 -0.32 -0.32 0.25 0.116
H 4.87902 0.02743 -3.80884 0.09 0.29 -0.17 0.102
H 3.30131 0.86340 -4.89933 -0.89 0.50 0.15 0.109
H 2.39285 -0.57345 -5.26197 0.16 -0.45 0.00 0.110
H 1.28921 0.64559 -3.37666 -0.14 0.37 0.06 0.094
H 1.71299 -0.98050 -2.94161 -0.05 -0.39 -0.04 0.110
H 1.95129 1.51169 -0.68993 0.03 0.34 0.28 0.085
H 3.10350 0.28956 -0.06543 0.16 0.11 -0.09 0.091
H 1.53989 -0.16572 -0.74218 -0.26 -0.34 0.27 0.063
```
Positions in Å, forces in eV/Å.

Values from the calculation:
charge = 0
E_tot = -110270.8875 eV
relative energy (zero: lowest compared OMol25 entry of this formula, charge and spin) = 3.387 eV